C36H57N5O4P2S | the ωB97M-V functional and the def2-TZVPD basis

Summary:
Structure (SMILES): Cc1c(CCCCCCCCCCCCn2cccc2)cc2c(c1P(C)O)Sc1c(cccc1P(N)O)N2.CNC(C)=O.CNC(C)=O
Maximum force in hartree/bohr: 0.0277
Highest occupied orbital energy in eV: -7.880
Energy in Ha: -3061.66819

Geometry (Å):
C -1.90961 -5.31706 -1.19596
C -2.71623 -4.29806 -0.43091
C -3.21062 -3.19103 -1.15823
C -2.90979 -3.08238 -2.63629
C -3.58270 -1.90913 -3.33725
C -3.25663 -1.81675 -4.82626
C -1.77095 -1.95847 -5.18996
C -0.80094 -1.15541 -4.31471
C 0.57106 -1.88020 -4.21563
C 1.73523 -0.91362 -4.01124
C 1.93820 -0.55596 -2.51434
C 3.40724 -0.24242 -2.23089
C 3.65932 0.58752 -0.97107
C 2.97940 1.95143 -1.04329
C 3.52234 2.84242 0.07843
N 2.57463 3.83319 0.57336
C 1.44833 3.56507 1.28828
C 0.82885 4.75864 1.58714
C 1.61948 5.78017 1.02500
C 2.68701 5.17916 0.39823
C -3.95708 -2.23519 -0.48295
C -4.25211 -2.34643 0.87383
C -3.76139 -3.43600 1.57632
C -2.96842 -4.42724 0.94915
P -2.25121 -5.87108 1.85196
C -3.69830 -6.78013 2.48695
O -1.68943 -5.23309 3.27076
S -4.19353 -3.58394 3.29772
C -4.34583 -1.87232 3.75291
C -4.75143 -0.95471 2.78690
C -4.85324 0.39062 3.13612
C -4.58953 0.81148 4.43213
C -4.21077 -0.12542 5.38907
C -4.06723 -1.47376 5.06786
P -3.51263 -2.73676 6.28491
N -4.93228 -3.73200 6.40021
O -3.60075 -1.88216 7.70214
N -5.07217 -1.32247 1.44332
H -1.08905 -4.84119 -1.72623
H -2.54561 -5.83992 -1.90758
H -1.47828 -6.06424 -0.54291
H -3.21067 -4.02070 -3.10355
H -1.83039 -3.01977 -2.75622
H -4.66029 -2.00071 -3.20978
H -3.26368 -0.98609 -2.85668
H -3.84978 -2.53202 -5.39335
H -3.58627 -0.83547 -5.17297
H -1.65601 -1.58812 -6.20523
H -1.49504 -3.01061 -5.15338
H -0.59768 -0.17039 -4.72499
H -1.16383 -1.02977 -3.29735
H 0.52171 -2.62057 -3.42024
H 0.70603 -2.39664 -5.16607
H 1.56149 0.01318 -4.55007
H 2.66431 -1.36777 -4.35206
H 1.30721 0.30505 -2.30139
H 1.57690 -1.37791 -1.89819
H 3.93598 -1.19364 -2.19438
H 3.79231 0.31713 -3.08479
H 3.32173 0.02546 -0.09927
H 4.73347 0.73908 -0.86422
H 1.90323 1.87240 -0.91453
H 3.16051 2.38061 -2.02694
H 4.40410 3.37751 -0.25420
H 3.79168 2.19143 0.90520
H 1.15866 2.56103 1.53446
H -0.07326 4.86063 2.15849
H 1.42008 6.83311 1.09352
H 3.47815 5.66110 -0.14089
H -4.34153 -1.36754 -0.99213
H -4.49097 -6.17160 2.91710
H -3.31735 -7.41729 3.28355
H -4.06954 -7.44042 1.71192
H -1.16312 -4.44453 3.10823
H -5.13735 1.11416 2.38840
H -4.68860 1.85199 4.69199
H -4.01371 0.18968 6.40545
H -5.40741 -3.61294 7.28947
H -5.61286 -3.53796 5.67204
H -4.52474 -1.80731 7.97651
H -6.05506 -1.57007 1.39496
C 7.31248 0.27493 5.16403
N 7.31181 0.45949 3.72499
C 6.41533 1.14032 2.96212
C 5.25864 1.80065 3.67543
O 6.55461 1.20403 1.75143
H 8.22783 0.68681 5.59243
H 7.26768 -0.78880 5.40364
H 6.46140 0.77064 5.61735
H 8.05742 0.04264 3.19067
H 4.63614 2.30051 2.94068
H 4.65621 1.05582 4.19686
H 5.61970 2.54218 4.38868
C 0.91182 7.43608 -3.55230
N 1.53389 6.13089 -3.66511
C 2.69775 5.80094 -4.28477
C 3.46782 6.91101 -4.96033
O 3.09038 4.64552 -4.28433
H 0.80618 7.70643 -2.50011
H -0.08218 7.41580 -4.00271
H 1.50677 8.19303 -4.05145
H 1.07317 5.34459 -3.23455
H 4.36341 6.48660 -5.40282
H 2.87025 7.37142 -5.74787
H 3.75969 7.67357 -4.23738

Mulliken atomic charge list, values in e, 99 entries:
1. C -1.968
2. C -0.020
3. C 0.691
4. C 0.476
5. C -1.167
6. C -1.268
7. C -1.126
8. C -0.313
9. C -0.630
10. C -1.116
11. C 0.034
12. C -1.076
13. C -0.670
14. C -0.233
15. C -0.467
16. N 0.508
17. C -0.533
18. C -0.603
19. C -0.689
20. C -0.465
21. C -0.430
22. C -0.939
23. C 0.994
24. C 0.074
25. P 0.041
26. C -1.072
27. O -0.457
28. S -0.141
29. C 0.601
30. C -0.623
31. C -0.393
32. C -0.793
33. C -0.403
34. C 0.255
35. P 0.186
36. N -0.558
37. O -0.536
38. N -0.193
39. H 0.190
40. H 0.345
41. H 0.602
42. H 0.434
43. H -0.205
44. H 0.661
45. H 0.437
46. H 0.380
47. H 0.424
48. H 0.485
49. H 0.423
50. H 0.767
51. H 0.074
52. H 0.056
53. H 0.480
54. H 0.306
55. H 0.458
56. H 0.083
57. H 0.297
58. H 0.391
59. H 0.409
60. H 0.364
61. H 0.344
62. H 0.227
63. H 0.258
64. H 0.329
65. H -0.121
66. H 0.445
67. H 0.467
68. H 0.458
69. H 0.423
70. H 0.414
71. H 0.346
72. H 0.376
73. H 0.334
74. H 0.310
75. H 0.458
76. H 0.408
77. H 0.516
78. H 0.275
79. H 0.314
80. H 0.295
81. H 0.243
82. C -0.827
83. N -0.187
84. C 0.796
85. C -0.862
86. O -0.639
87. H 0.282
88. H 0.278
89. H 0.314
90. H 0.238
91. H -0.080
92. H 0.350
93. H 0.386
94. C -0.871
95. N -0.131
96. C 0.825
97. C -1.336
98. O -0.624
99. H 0.269

---

C36H58BN5OP2PtS3 | the ωB97M-V functional and the def2-TZVPD basis

Summary:
Maximum force in hartree/bohr: 0.0149
Highest occupied orbital energy in eV: -11.344
Energy in Ha: -3776.69538
Total charge: +2

Geometry (Å):
Pt -0.84081 -0.08972 0.32587
C -2.69698 1.87843 2.82314
C -2.11180 2.73497 1.70107
C -2.14425 4.22290 2.03647
P -0.46793 2.13660 1.10719
C 0.81069 3.00388 2.14228
C 2.22330 3.06279 1.54041
C 0.90992 2.52418 3.58846
C -0.28843 2.92244 -0.51386
C 0.31781 4.14828 -0.78188
C 0.42387 4.63912 -2.07520
C 1.05745 5.97199 -2.36642
C -0.08016 3.84194 -3.10534
C -0.70674 2.63409 -2.86070
C -0.85486 2.16787 -1.54852
N -1.52061 0.98567 -1.21158
C -2.58356 0.51755 -1.98644
C -3.38866 1.36483 -2.76123
C -4.34863 0.84052 -3.60187
C -4.56077 -0.53540 -3.71782
C -5.58712 -1.09421 -4.66427
C -3.82166 -1.35874 -2.88651
C -2.88092 -0.84593 -1.98906
P -1.98855 -1.82386 -0.77363
C -3.27949 -2.60626 0.29680
C -4.17209 -3.63066 -0.40553
C -2.70310 -3.20670 1.57747
C -1.20561 -3.12890 -1.80744
C -0.53437 -4.25510 -1.02961
C -0.25330 -2.47583 -2.80940
H -3.74719 2.13474 2.96799
H -2.18435 2.04600 3.77211
H -2.64763 0.81492 2.57470
H -2.71772 2.56507 0.80342
H -1.65062 4.42994 2.98805
H -3.17965 4.55143 2.13309
H -1.67987 4.83118 1.25874
H 0.39830 4.01656 2.16734
H 2.84880 2.27792 1.96799
H 2.68742 4.01575 1.79843
H 2.24283 2.97195 0.45541
H 1.21427 1.47953 3.62487
H -0.01963 2.64248 4.14514
H 1.68421 3.09804 4.10029
H 0.72461 4.74045 0.02987
H 1.47203 6.42013 -1.46432
H 0.32635 6.66895 -2.77812
H 1.86122 5.87981 -3.09904
H 0.01730 4.18155 -4.13056
H -1.08786 2.05045 -3.68704
H -3.25142 2.43581 -2.71186
H -4.94937 1.51894 -4.19611
H -5.77885 -0.40691 -5.48670
H -6.53665 -1.27035 -4.15526
H -5.25854 -2.04320 -5.08777
H -3.98660 -2.42768 -2.94311
H -3.89590 -1.73867 0.55896
H -3.59398 -4.46053 -0.81621
H -4.77231 -3.19238 -1.19773
H -4.86320 -4.05207 0.32642
H -2.23840 -4.17463 1.38883
H -3.50884 -3.37576 2.29442
H -1.95808 -2.55493 2.02053
H -2.04482 -3.54945 -2.37156
H 0.34226 -3.88693 -0.49431
H -0.19960 -5.02777 -1.72374
H -1.20210 -4.72626 -0.31121
H 0.57758 -1.98045 -2.30370
H -0.76547 -1.73475 -3.42273
H 0.16383 -3.23525 -3.47245
C 2.85989 1.95068 -2.53767
N 3.94186 1.08484 -2.07200
C 5.15564 0.93696 -2.69124
C 5.85931 0.03039 -1.96766
N 5.09337 -0.35834 -0.89651
B 5.74750 -1.29382 0.19356
N 4.72863 -2.07596 1.12571
C 5.24252 -2.72436 2.22434
C 4.28952 -3.55114 2.72160
N 3.17486 -3.38389 1.93663
C 1.90731 -4.09394 2.06700
C 3.47748 -2.48843 0.97726
S 2.28919 -1.89831 -0.16181
C 3.93560 0.28643 -0.98756
S 2.56916 0.13345 0.09085
H 2.84437 1.93218 -3.62404
H 3.01746 2.97058 -2.19175
H 1.90685 1.58603 -2.15959
H 5.40823 1.47758 -3.58596
H 6.84593 -0.36905 -2.12054
H 6.42689 -0.62087 0.91663
H 6.36872 -2.12219 -0.41003
H 6.25543 -2.55645 2.54462
H 4.31446 -4.24930 3.53947
H 1.94746 -4.69778 2.96911
H 1.75691 -4.75387 1.21479
H 1.08639 -3.37766 2.11957
C -1.30545 -1.70384 4.43068
S -0.22168 -0.64820 3.48107
C 1.33240 -1.18397 4.18639
O -0.18534 -1.21301 2.06100
H -1.07895 -2.75022 4.23087
H -2.33280 -1.47325 4.15817
H -1.14442 -1.46648 5.48280
H 1.44617 -0.69960 5.15646
H 2.12347 -0.84826 3.51649
H 1.35069 -2.26726 4.29533

Mulliken atomic charge list, values in e, 99 entries:
1. Pt 2.842
2. C -1.072
3. C 0.954
4. C -1.558
5. P 0.278
6. C 0.622
7. C -1.534
8. C -1.716
9. C 0.350
10. C -0.080
11. C 0.232
12. C -1.729
13. C -1.192
14. C 0.132
15. C -0.760
16. N -0.199
17. C 0.150
18. C -0.604
19. C -1.027
20. C 0.024
21. C -1.652
22. C -0.323
23. C 0.069
24. P -0.589
25. C 0.673
26. C -1.519
27. C -0.926
28. C 0.742
29. C -1.320
30. C -1.517
31. H 0.527
32. H 0.214
33. H -0.049
34. H 0.209
35. H 0.331
36. H 0.473
37. H 0.306
38. H 0.630
39. H 0.408
40. H 0.411
41. H 0.089
42. H 0.135
43. H 0.322
44. H 0.485
45. H 0.213
46. H 0.388
47. H 0.397
48. H 0.361
49. H 0.436
50. H 0.627
51. H 0.633
52. H 0.424
53. H 0.408
54. H 0.307
55. H 0.381
56. H 0.468
57. H 0.344
58. H 0.282
59. H 0.368
60. H 0.494
61. H 0.242
62. H 0.543
63. H -0.219
64. H 0.703
65. H -0.086
66. H 0.577
67. H 0.310
68. H 0.115
69. H 0.311
70. H 0.522
71. C -0.724
72. N 0.224
73. C -0.661
74. C -0.610
75. N 0.239
76. B 0.380
77. N 0.249
78. C -0.750
79. C -0.441
80. N 0.227
81. C -0.919
82. C -0.212
83. S -0.211
84. C -0.281
85. S 0.196
86. H 0.440
87. H 0.440
88. H -0.148
89. H 0.533
90. H 0.494
91. H -0.141
92. H -0.116
93. H 0.533
94. H 0.515
95. H 0.308
96. H 0.398
97. H 0.241
98. C -1.408
99. S 0.996